Molecular formula: C7H14N4
Method: DFT, ωB97M-V/def2-TZVPD

```
25
C7H14N4 (ωB97M-V/def2-TZVPD)
C 0.880 -0.457 -0.363
C 2.896 0.936 -0.032
C 3.352 -1.528 -0.067
C -2.479 1.053 1.385
C -3.596 -0.170 -0.648
C 2.299 -0.439 0.219
C -2.444 0.731 -0.127
N 0.429 -1.314 -1.290
N -0.124 0.307 0.091
N -0.736 -1.345 -1.544
N -1.207 0.018 -0.453
H 2.146 1.617 0.267
H 3.141 1.209 -1.073
H 3.835 1.098 0.566
H 2.927 -2.416 0.282
H 4.146 -1.210 0.567
H 3.609 -1.595 -1.114
H -3.297 1.677 1.552
H -1.606 1.688 1.432
H -2.370 0.183 2.017
H -3.139 -1.100 -0.492
H -3.970 -0.150 -1.667
H -4.523 0.041 -0.100
H 2.226 -0.487 1.245
H -2.394 1.655 -0.651
```

The total energy comes out at -13443.323 eV. Its lowest unoccupied orbital energy is 0.915 eV. As for the frontier orbital gap: 9.54 eV. As for the relative energy (zero: lowest compared OMol25 entry of this formula, charge and spin): 2.624 eV.